DFT (ωB97M-V/def2-TZVPD) results for a cluster of 2 separate species, C23H29N9O2S in total.

```
64
Properties=species:S:1:pos:R:3:forces:R:3
S -1.70656 0.06228 0.03617 -0.1 0.1 -0.1
O -3.78300 0.15469 4.98113 -0.3 -0.3 -0.5
O -0.80582 3.81117 2.69698 0.3 0.2 -0.1
N 2.05026 2.09303 -3.66294 -0.7 0.7 -0.4
N 0.19971 -4.84993 0.17360 -1.3 -1.0 0.4
N 3.77708 1.08627 -2.83715 0.0 0.0 0.0
N -0.59005 -3.45595 -1.56177 -0.6 0.1 -0.5
N 2.50156 -4.44558 0.82164 0.1 -0.7 0.8
N -1.29967 1.68100 2.99670 -0.3 -2.1 0.4
N 0.83425 -1.82657 -2.53747 -0.2 0.1 0.0
N -1.77323 0.59716 5.74244 1.5 0.1 0.5
N 2.75554 0.17829 -2.97639 -0.2 -0.3 0.1
C -0.34413 0.91841 5.72640 -0.4 0.2 -0.2
C -2.61505 0.39475 4.71855 -1.0 0.2 -0.3
C -3.11129 3.35528 3.04472 0.3 -0.3 0.1
C -1.50994 -0.77483 2.74191 -0.1 0.2 -0.3
C -2.16519 -0.77277 -4.51482 0.7 0.1 0.3
C -0.03769 -1.07625 -3.34116 -0.1 -0.1 0.0
C -0.75122 -0.64369 1.40937 0.0 0.0 0.3
C -2.17590 0.52629 3.24162 0.5 0.2 -0.1
C -0.50392 0.96735 -4.59151 -0.2 -0.6 0.2
C -1.65556 2.95886 2.90273 -0.3 1.8 -0.2
C -1.30570 -1.54409 -3.73307 -0.4 0.0 -0.2
C 1.61666 -3.20994 -0.79703 2.2 0.8 0.2
C 0.58360 -2.84508 -1.63604 -0.6 0.7 -0.9
C -0.74942 -4.43286 -0.66848 1.5 0.2 0.6
C -1.76511 0.48815 -4.94146 0.2 0.2 0.0
C 3.51304 -3.57123 0.42976 -1.0 0.6 -1.1
C 3.00169 -2.78576 -0.57496 -0.2 0.0 0.0
C -0.53897 1.32329 -0.54139 0.1 -0.1 0.3
C 1.70131 0.78000 -3.47973 0.6 0.2 0.3
C 0.37881 0.20271 -3.79910 -0.2 0.3 -0.3
C 1.36052 -4.22616 0.08409 0.4 -0.2 0.3
C 3.34447 2.24587 -3.25435 0.0 -0.6 0.1
C 4.12297 3.52274 -3.27635 -0.2 -0.1 -0.1
H -3.08318 0.65815 2.65124 -0.1 0.1 0.3
H -3.18539 4.44022 2.99513 0.1 -0.1 0.0
H 3.53483 -1.99975 -1.10763 -0.1 -0.2 0.2
H -0.80405 -1.13199 3.49113 0.1 -0.2 0.1
H -0.21741 1.94686 -4.96034 0.1 -0.1 0.0
H -0.19801 1.96723 5.45864 0.2 -0.1 0.0
H 0.07776 0.75624 6.71928 -0.1 -0.1 -0.1
H 1.44658 2.82130 -4.02407 0.2 -0.2 0.2
H -3.14068 -1.16134 -4.79286 0.2 0.0 0.1
H -3.49856 3.00901 4.00098 -0.2 -0.1 0.0
H 0.13522 -0.03055 1.57252 0.1 0.0 -0.2
H 5.14028 3.35137 -2.91230 -0.3 -0.1 -0.1
H 1.76383 -1.42824 -2.43081 -0.1 0.1 -0.2
H 0.40498 0.84891 -0.80947 0.0 0.0 -0.1
H -0.95210 1.82018 -1.41869 -0.1 -0.1 0.0
H -2.43009 1.09015 -5.55432 0.2 0.0 0.1
H 4.17344 3.91377 -4.29611 0.0 0.0 0.1
H 3.64008 4.26711 -2.63752 0.1 0.0 -0.1
H -0.40297 -1.63271 1.10881 0.1 0.0 0.0
H -2.28364 -1.53551 2.62955 0.0 0.0 0.2
H 4.52203 -3.51793 0.83220 -0.5 -0.4 0.1
H -0.36730 2.06052 0.24296 0.0 0.1 0.0
H -0.31911 1.50292 2.85883 0.1 0.2 0.0
H -1.71964 -4.91896 -0.61997 0.1 0.0 0.0
H -1.65354 -2.52707 -3.44831 0.3 0.1 0.2
H 0.18898 0.28538 5.01654 0.1 0.0 0.1
H 2.57271 -5.16712 1.53336 0.0 0.4 -0.3
H -2.21227 0.50836 6.64689 -0.1 0.0 -0.2
H -3.68683 2.91659 2.23169 -0.2 -0.1 0.0
```
Forces are in eV/Å.

* largest force on an atom: 2.39 eV/A
* gap between HOMO and LUMO: 0.30465 Ha
* HOMO energy: -7.85 eV
* molecular weight: 495.61 g/mol